Below is a structure of composition C10H28BaO10 in a non-equilibrium geometry, with properties calculated with ωB97M-V with the def2-TZVPD basis set.

Each line ends with the Löwdin charge.
Cartesian coordinates (Å):
Ba  -0.03115  -1.80675  2.55432  1.947
C  0.94792  -2.41502  -3.60705  -0.170
O  1.03247  -3.15873  -2.41759  -0.136
H  1.11529  -1.38603  -3.28883  0.075
H  1.62628  -2.80527  -4.36577  0.090
H  -0.01420  -2.31058  -4.10856  0.076
H  1.44294  -3.99096  -2.66359  0.075
C  2.78010  0.62045  7.90399  -0.176
O  2.69717  0.31277  6.54679  -0.141
H  3.53010  0.01174  8.40904  0.082
H  3.08930  1.65337  8.06387  0.085
H  1.83041  0.44862  8.41062  0.084
H  3.53376  0.56307  6.14795  0.076
C  -4.01009  -5.70098  0.00650  -0.171
O  -3.16333  -5.59851  1.11506  -0.142
H  -5.00055  -5.26691  0.14317  0.079
H  -3.61140  -5.16572  -0.85526  0.081
H  -4.15259  -6.74822  -0.26009  0.087
H  -3.36457  -6.20825  1.82872  0.079
C  6.21258  -2.51328  0.60554  -0.193
O  5.21699  -2.31133  1.53223  -0.129
H  6.93488  -1.69702  0.59488  0.081
H  6.85277  -3.32451  0.95218  0.087
H  5.86474  -2.64429  -0.41913  0.086
H  5.59863  -2.65914  2.34154  0.077
C  -5.79132  -0.44999  -4.62951  -0.036
O  -5.01379  -0.61021  -3.44256  -0.014
C  -4.55229  0.41071  -2.66884  -0.537
O  -3.67713  0.23774  -1.77933  0.038
O  -5.01758  1.57645  -3.07531  -0.012
C  -4.49836  2.75739  -2.52912  -0.037
H  -6.60718  0.25575  -4.47325  0.096
H  -6.28135  -1.41067  -4.78782  0.097
H  -5.21456  -0.20526  -5.52145  0.101
H  -4.82885  3.63140  -3.09037  0.103
H  -3.43432  2.77980  -2.76453  0.100
H  -4.74268  2.78905  -1.46733  0.105
C  0.70222  5.12380  2.34059  -0.048
O  1.43847  5.28267  1.16446  0.024
C  1.87635  4.23374  0.50927  -0.572
O  1.65076  3.06122  0.73338  0.079
O  2.73749  4.65630  -0.47821  -0.016
C  3.12145  3.81256  -1.56871  -0.041
H  1.33669  4.81589  3.17169  0.102
H  -0.15558  4.45658  2.25638  0.092
H  0.34322  6.13824  2.51419  0.107
H  3.65549  4.37668  -2.33334  0.100
H  2.30511  3.37655  -2.14454  0.091
H  3.68946  3.00520  -1.10649  0.091

Calculated values
maximum force = 3.7 eV Å⁻¹
calculated total energy = -1175.002917 Eh
energy above the lowest of the compared OMol25 structures with the same formula, charge and spin = 172.06 kcal per mole
total charge = +2
M = 445.65 u
HOMO-LUMO gap = 5.560 eV
highest occupied orbital energy = -0.5334 hartree